C8H12 | ωB97M-V/def2-TZVPD

The geometry in ORCA input format:
```
! wB97M-V def2-TZVPD RIJCOSX def2/J DEFGRID3
* xyz 0 1
C 1.76543 0.29567 1.26654
C 0.19012 0.49439 2.02117
C -0.35343 0.53007 0.56485
C -1.42957 0.07286 -0.41923
C -1.02557 -1.24280 -0.79260
C 0.35618 -0.51471 -1.22788
C -0.70289 0.72201 -1.55988
C 0.84944 -0.32605 0.16929
H 2.30868 1.19583 0.86562
H 2.46751 -0.56273 1.66256
H -0.01947 1.20501 2.76667
H -0.12196 -0.65806 2.33101
H 0.26038 1.57120 0.27352
H -2.21088 0.70760 -0.10300
H -1.76003 -1.58157 -1.59052
H -1.18067 -1.92875 -0.04611
H 1.18612 -0.58466 -2.13146
H -1.21541 0.21413 -2.46747
H -0.20523 1.69046 -2.15254
H 0.84125 -1.29990 0.56944
*
```

Output
E_LUMO	1.15	eV


C6H40N2O12 | ωB97M-V/def2-TZVPD

The geometry in ORCA input format:
```
! wB97M-V def2-TZVPD RIJCOSX def2/J DEFGRID3
* xyz 0 1
C 1.11576 0.53138 -0.38983
N 2.05570 -0.42955 0.28006
C 1.54530 -1.22309 1.40159
C 1.29252 -2.69442 1.10589
C 0.05042 -2.88953 0.33597
C 1.02522 -3.23401 2.60607
C 1.85243 1.56156 -1.37328
N 1.05921 2.80736 -1.45847
H 0.58333 1.11493 0.49083
H 0.33254 0.12190 -1.02537
H 2.31795 -1.06429 -0.53749
H 2.37197 -1.14468 2.15244
H 0.59169 -0.82576 1.76619
H 2.20317 -3.25775 0.59165
H 0.05874 -3.91359 -0.07540
H -0.82491 -2.69603 0.94567
H 0.06018 -1.98010 -0.34257
H 0.07507 -2.84462 3.06391
H 0.93426 -4.32789 2.54109
H 1.99807 -3.03454 3.14768
H 2.86826 1.79460 -0.86822
H 2.08783 1.08212 -2.35065
H 1.66073 3.60846 -1.70061
H 0.60744 3.12003 -0.64662
H -0.87059 3.00751 3.76888
H -0.16889 1.48869 3.51271
O -0.31989 2.44954 3.14876
H -0.07557 3.93607 1.76059
H -1.18803 4.10831 0.51457
O -0.37981 3.73689 0.86187
H 0.55491 -2.94752 -3.85815
H 1.63135 -3.63353 -3.22047
O 1.10038 -3.06327 -2.99159
H -1.37811 -1.66301 -1.09495
H -0.93004 -0.08061 -1.30884
O -1.64125 -0.66316 -1.20362
H -3.07354 3.19474 -1.30276
H -3.63322 1.99248 -0.64853
O -3.85337 2.79802 -0.95102
H -0.36600 1.00041 -3.42589
H -0.93688 0.19651 -4.69102
O -0.33683 0.17002 -3.83319
H -3.92119 -0.92432 2.69350
H -2.72508 -1.82628 2.25334
O -3.74410 -1.83529 2.35620
H -1.97621 0.03250 0.95486
H -1.33615 1.10527 1.80938
O -1.81767 0.30281 1.80214
H 3.86724 -1.55341 0.39942
H 5.02883 -0.68495 0.28009
O 4.83869 -1.56744 0.05138
H -3.68749 -0.95658 -2.88978
H -3.12362 -0.33388 -1.67787
O -4.05293 -0.44737 -2.08915
H 2.07135 -0.66298 3.49858
H 1.95611 0.58321 4.28469
O 2.14794 -0.37219 4.38842
H -0.69037 2.98828 -2.73763
H 0.50831 2.36517 -3.32871
O -0.26087 2.81132 -3.61121
*
```

Output
E_LUMO	-0.32	eV


C7H8N2O | ωB97M-V/def2-TZVPD

The geometry in ORCA input format:
```
! wB97M-V def2-TZVPD RIJCOSX def2/J DEFGRID3
* xyz 0 1
C -1.22034 -1.82081 1.31994
C -1.39445 -1.13698 0.07352
C -0.32869 -1.11900 2.22195
C -0.86129 0.07718 -0.29669
C 0.18289 0.12790 1.83899
C -0.18321 0.80535 0.70471
C 1.89882 0.12892 -2.31477
N 1.69166 -0.24250 -3.40520
N 0.26470 2.05290 0.44528
O 0.39804 2.44343 -0.90159
H -1.65808 -2.80888 1.46661
H -1.87062 -1.70698 -0.86614
H -0.00136 -1.58624 3.15841
H -1.04199 0.66834 -1.21867
H 0.85385 0.69960 2.49738
H 1.61303 -0.44445 -4.35755
H 0.56379 1.56007 -1.33100
H 1.09324 2.30215 0.96484
*
```

Output
E_LUMO	0.95	eV


no.,highest occupied orbital energy (eV)
1,-9.14
2,-9.61
3,-7.84